{
  "formula": "C47H126N6O14",
  "method": "ωB97M-V with the def2-TZVPD basis set",
  "homo_lumo_gap_ha": 0.3288,
  "total_energy_ha": -3248.0668,
  "homo_ev": -8.427,
  "max_force_ev_per_a": 2.160,
  "species": ["C", "O", "C", "C", "N", "C", "C", "O", "C", "H", "H", "H", "H", "H", "H", "H", "H", "H", "H", "H", "H", "H", "H", "H", "C", "C", "C", "O", "C", "N", "H", "H", "H", "H", "H", "H", "H", "H", "H", "H", "H", "C", "C", "C", "O", "C", "N", "H", "H", "H", "H", "H", "H", "H", "H", "H", "H", "H", "C", "C", "C", "O", "C", "N", "H", "H", "H", "H", "H", "H", "H", "H", "H", "H", "H", "C", "C", "C", "O", "C", "N", "H", "H", "H", "H", "H", "H", "H", "H", "H", "H", "H", "C", "C", "C", "O", "C", "N", "H", "H", "H", "H", "H", "H", "H", "H", "H", "H", "H", "C", "C", "C", "O", "H", "H", "H", "H", "H", "H", "H", "H", "C", "C", "C", "O", "H", "H", "H", "H", "H", "H", "H", "H", "C", "C", "C", "O", "H", "H", "H", "H", "H", "H", "H", "H", "C", "C", "C", "O", "H", "H", "H", "H", "H", "H", "H", "H", "C", "C", "C", "O", "H", "H", "H", "H", "H", "H", "H", "H", "C", "C", "C", "O", "H", "H", "H", "H", "H", "H", "H", "H", "C", "C", "C", "O", "H", "H", "H", "H", "H", "H", "H", "H"],
  "positions_angstrom": [[-3.035066, -0.480821, 1.234610], [-1.865950, 0.309191, 1.357711], [-1.393999, 0.766944, 0.084144], [-0.026846, 1.398220, 0.228667], [1.002836, 0.378870, 0.617992], [2.396970, 0.864801, 0.661665], [2.960500, 1.230999, -0.688066], [2.486824, 2.455507, -1.168494], [3.267958, 2.900752, -2.206703], [-3.480895, -0.582273, 2.221419], [-2.789789, -1.490515, 0.867967], [-3.766594, -0.029923, 0.552983], [-2.125865, 1.514054, -0.267169], [-1.311553, -0.022646, -0.680795], [-0.019620, 2.124763, 1.064521], [0.224798, 1.945488, -0.676629], [0.704351, 0.155107, 1.567037], [2.934873, -0.009265, 1.050353], [2.462081, 1.647068, 1.441604], [2.876843, 0.361457, -1.359654], [4.036836, 1.374400, -0.452449], [4.330102, 3.077487, -1.970831], [2.901303, 3.886648, -2.497259], [3.202154, 2.231159, -3.069481], [0.366819, -1.998279, -2.799515], [0.027389, -2.721349, -1.504698], [-0.035821, -4.212804, -1.708492], [-0.978471, -4.538685, -2.681835], [-1.007457, -5.875897, -3.053575], [1.036310, -2.489391, -0.450571], [1.310221, -2.379187, -3.204173], [0.440413, -0.926578, -2.605282], [-0.401317, -2.196299, -3.554095], [-0.960596, -2.420315, -1.138426], [-0.284179, -4.736637, -0.775119], [0.963143, -4.569840, -2.034754], [-1.343525, -6.544512, -2.244960], [-0.039744, -6.222439, -3.445538], [-1.744821, -5.968499, -3.854671], [1.035775, -1.449491, -0.315654], [1.964782, -2.710853, -0.821486], [-1.315002, 3.522154, -7.253530], [-0.115331, 3.918462, -6.384824], [-0.074986, 3.124897, -5.144195], [-1.200437, 3.405958, -4.374888], [-1.077222, 2.773957, -3.138670], [1.196751, 3.724165, -7.084192], [-1.586680, 4.294481, -7.973346], [-2.221810, 3.377649, -6.638700], [-1.152063, 2.558148, -7.739395], [-0.178028, 4.981774, -6.141747], [0.820731, 3.405572, -4.560431], [-0.041609, 2.045775, -5.353309], [-1.013948, 1.680179, -3.249366], [-1.892984, 3.046128, -2.471355], [-0.155133, 3.126329, -2.627929], [1.396655, 2.704317, -7.157030], [1.031587, 3.952047, -8.069564], [3.046174, -0.414206, 4.143794], [4.467485, 0.028482, 3.866959], [4.874325, 1.213756, 4.702388], [4.125118, 2.301499, 4.332102], [4.430669, 3.448206, 5.107276], [5.377907, -1.124157, 4.110279], [2.798594, -1.349946, 3.632565], [2.331682, 0.279861, 3.694419], [2.885927, -0.518513, 5.216768], [4.582359, 0.271056, 2.802892], [5.948904, 1.432453, 4.582614], [4.755056, 0.965636, 5.773076], [3.584832, 4.134918, 5.068177], [5.332981, 3.941826, 4.721397], [4.580049, 3.203769, 6.168509], [6.358995, -0.848770, 4.042469], [5.256539, -1.447696, 5.076074], [3.683388, -4.623109, 1.798509], [5.044350, -4.068223, 1.342268], [4.809937, -2.852412, 0.444665], [6.042939, -2.414643, -0.104755], [5.886486, -1.369591, -1.047199], [5.812550, -3.674888, 2.540367], [3.041678, -3.885215, 2.272627], [3.871872, -5.491369, 2.425387], [3.153572, -4.993249, 0.906126], [5.586366, -4.830705, 0.780915], [4.335595, -2.057849, 1.047166], [4.135071, -3.124192, -0.397301], [5.246041, -0.540010, -0.720372], [5.469601, -1.807005, -1.975934], [6.865938, -0.959268, -1.300709], [5.400943, -2.787954, 2.922271], [6.732866, -3.324619, 2.231247], [-0.138831, -4.448414, 2.640602], [-1.035527, -3.212604, 2.706407], [-1.587794, -2.957522, 4.098948], [-2.467760, -4.027062, 4.463637], [-3.001058, -3.885455, 5.770127], [-0.237343, -2.062229, 2.238879], [0.126850, -4.731523, 1.621449], [-0.582861, -5.311465, 3.136597], [0.798949, -4.173536, 3.141131], [-1.896184, -3.393842, 2.015335], [-2.129670, -1.992494, 4.101146], [-0.735143, -2.899646, 4.801180], [-3.418594, -2.883788, 5.911405], [-2.233133, -4.075171, 6.540323], [-3.764915, -4.649070, 5.921016], [-0.716153, -1.178047, 2.091679], [0.355621, -2.289368, 1.431354], [-4.592830, 4.395529, -0.127998], [-4.660150, 2.924099, 0.237402], [-5.879094, 2.584917, 1.089370], [-4.736630, 2.139281, -1.002391], [-4.455265, 4.968029, 0.810009], [-5.515036, 4.855763, -0.500856], [-3.741310, 4.598049, -0.769196], [-3.728590, 2.659082, 0.739413], [-5.847051, 3.146855, 2.025504], [-5.902936, 1.511180, 1.258052], [-6.780972, 2.842578, 0.528501], [-5.381420, 2.551107, -1.586915], [0.608452, 4.640458, 2.711095], [0.112620, 5.506074, 1.529187], [-1.172259, 5.003547, 0.984087], [-0.087099, 6.888132, 1.895323], [0.146155, 3.651009, 2.789582], [0.345584, 5.111571, 3.671011], [1.688336, 4.504728, 2.685825], [0.901647, 5.444209, 0.759192], [-1.156124, 3.916367, 0.883083], [-1.464230, 5.460023, 0.043518], [-1.946320, 5.150915, 1.750278], [0.729881, 7.202289, 2.305636], [5.022192, 4.446152, 0.973074], [5.252891, 5.899277, 0.546006], [5.193083, 6.046383, -0.956397], [4.209840, 6.690379, 1.169490], [5.922078, 3.840224, 0.849474], [4.215410, 3.958273, 0.414616], [4.760870, 4.436973, 2.034064], [6.234508, 6.173443, 0.966046], [5.329082, 7.070012, -1.315580], [4.197573, 5.760921, -1.315050], [5.897311, 5.363917, -1.440670], [4.237847, 7.579184, 0.796077], [3.292323, -1.241332, -6.534289], [2.228668, -0.343486, -5.962944], [2.632706, 0.359918, -4.719496], [1.820411, 0.656960, -6.957206], [4.202283, -0.628730, -6.696825], [3.076354, -1.679927, -7.503536], [3.675045, -1.969615, -5.807362], [1.317072, -0.935579, -5.774781], [2.200667, 1.355587, -4.676522], [3.718473, 0.539098, -4.736078], [2.380134, -0.192405, -3.820944], [1.612655, 0.186107, -7.769787], [-4.613011, -5.658586, 1.666298], [-4.633392, -4.513412, 0.647023], [-3.448695, -4.622144, -0.293289], [-5.845963, -4.524839, -0.124387], [-5.590839, -5.656483, 2.175150], [-3.906044, -5.452962, 2.481846], [-4.417833, -6.648253, 1.261234], [-4.513925, -3.599716, 1.262248], [-3.618787, -5.480789, -0.945426], [-2.572894, -4.664386, 0.353982], [-3.331973, -3.756860, -0.947380], [-6.601174, -4.385782, 0.452112], [-5.044399, -1.394159, -1.568576], [-3.697140, -1.219949, -2.275283], [-3.549203, -2.199109, -3.422285], [-3.536706, 0.125216, -2.819050], [-5.344110, -0.514190, -1.001987], [-5.043406, -2.262287, -0.916045], [-5.778323, -1.568007, -2.365692], [-2.900880, -1.404205, -1.522614], [-2.574431, -2.159685, -3.902720], [-4.328796, -2.026370, -4.166774], [-3.672453, -3.222214, -3.042108], [-3.758315, 0.753224, -2.101021], [-5.676693, -2.188309, 4.303183], [-6.567120, -1.132714, 3.679397], [-6.068399, 0.268254, 3.874786], [-6.656879, -1.317403, 2.244223], [-6.165133, -3.163236, 4.260378], [-5.460954, -1.931928, 5.342462], [-4.707208, -2.249426, 3.798828], [-7.582531, -1.273730, 4.076301], [-6.729528, 1.009197, 3.425688], [-5.073930, 0.396582, 3.443535], [-5.992202, 0.562186, 4.926756], [-7.046466, -2.182100, 2.073038]],
  "forces_ev_per_angstrom": [[0.01, -0.26, -0.13], [0.26, 0.05, -0.48], [-0.05, 0.43, 0.09], [0.63, 0.03, 1.21], [-1.00, 0.53, -0.73], [-1.56, -0.52, 0.84], [1.31, -0.11, 1.58], [-0.64, -0.52, 0.74], [0.46, 1.12, -1.45], [0.00, 0.05, 0.05], [-0.03, 0.16, -0.03], [0.08, 0.04, 0.10], [0.26, -0.14, -0.21], [-0.26, -0.14, 0.36], [-0.38, 0.12, -0.47], [0.17, -0.24, -0.10], [0.49, -0.40, -0.13], [0.33, 0.24, -0.17], [0.46, 0.20, -0.58], [-0.26, 0.40, -0.29], [-0.09, -0.20, -0.44], [-0.09, -0.43, 0.36], [-0.20, -0.09, -0.14], [0.15, 0.09, 0.03], [-0.46, -0.21, -0.09], [0.48, -0.44, 0.18], [0.48, -0.78, 0.05], [-0.47, 0.66, -0.39], [-0.31, -0.65, -0.33], [-0.15, 1.21, -0.45], [0.09, 0.11, 0.11], [0.03, 0.04, -0.17], [0.09, 0.21, 0.08], [0.14, 0.24, 0.10], [0.12, 0.16, 0.11], [-0.10, 0.04, 0.13], [0.24, 0.16, 0.07], [-0.02, 0.04, 0.17], [0.09, 0.04, 0.02], [0.22, -0.85, 0.26], [-0.30, -0.05, 0.04], [-0.76, -0.04, 0.63], [0.53, 0.08, -1.78], [0.51, -0.23, 0.84], [-0.69, 0.21, 0.35], [0.59, -0.01, 0.85], [-0.57, -0.78, -0.55], [0.28, -0.10, -0.24], [0.39, 0.16, -0.05], [0.20, 0.10, -0.18], [-0.09, -0.05, 0.13], [0.05, -0.19, -0.20], [0.16, -0.02, -0.13], [-0.16, 0.11, 0.10], [-0.32, -0.09, -0.28], [-0.14, -0.21, -0.17], [-0.18, 0.80, 0.46], [0.20, 0.31, 0.33], [-0.33, 0.00, -0.75], [0.76, -1.09, -0.22], [0.85, -0.57, 0.29], [-0.82, 1.25, 0.23], [-0.10, 0.12, 0.01], [-0.15, 0.40, 0.57], [0.32, -0.14, 0.25], [0.04, 0.29, 0.49], [-0.21, 0.00, 0.00], [-0.07, 0.15, 0.12], [0.04, -0.12, -0.17], [-0.19, 0.03, -0.05], [0.07, -0.01, -0.24], [-0.09, -0.02, 0.11], [0.06, -0.14, -0.17], [-0.27, 0.06, -0.08], [-0.01, 0.02, -0.39], [0.50, -0.55, -1.22], [-0.52, 0.98, 0.81], [-0.06, -0.47, -0.69], [-0.03, 0.58, 0.33], [-0.02, -0.59, -0.58], [0.37, 0.99, -0.29], [0.13, 0.09, 0.24], [-0.18, 0.15, 0.32], [-0.06, 0.12, 0.24], [0.05, -0.01, 0.05], [0.05, -0.03, -0.16], [0.09, 0.13, 0.30], [-0.01, -0.25, 0.23], [-0.06, 0.35, 0.20], [0.01, -0.14, 0.20], [0.16, -1.11, -0.14], [-0.40, -0.47, 0.06], [0.26, 0.27, 0.44], [-0.07, 0.16, -1.41], [0.09, -0.22, 0.10], [0.04, 0.39, -0.03], [0.55, -0.19, 0.01], [0.38, -0.29, 0.58], [-0.15, 0.16, -0.09], [-0.05, 0.07, 0.02], [-0.10, -0.26, 0.04], [0.16, 0.08, 0.51], [0.11, -0.21, 0.14], [-0.28, 0.08, -0.06], [-0.04, -0.08, 0.09], [-0.04, 0.24, -0.21], [-0.10, 0.14, -0.23], [-0.31, -0.52, 0.00], [-0.54, -0.06, 0.37], [0.07, 0.72, 1.38], [-1.03, 0.18, -1.24], [0.46, 0.04, -0.36], [0.57, 0.03, 0.81], [0.30, -0.22, -0.30], [0.02, -0.59, -0.46], [-0.04, 0.10, -0.20], [-0.03, -0.29, -0.12], [-0.13, -0.18, 0.03], [-0.03, -0.03, 0.25], [-0.02, 0.12, 0.12], [-0.03, 0.06, 0.06], [-0.27, 0.35, 0.67], [1.14, -0.10, 0.24], [-1.10, -0.62, 0.44], [0.32, -0.51, 0.05], [0.03, 0.07, -0.43], [0.11, 0.12, -0.28], [0.07, 0.03, 0.01], [-0.27, 0.17, 0.05], [0.25, 0.07, -0.38], [-0.05, 0.14, -0.01], [-0.04, 0.33, -0.26], [-0.15, -0.05, -0.14], [-0.20, 0.13, 0.16], [-0.41, -0.36, 0.42], [-0.31, -0.12, -0.42], [0.43, -0.28, -0.17], [0.05, 0.12, -0.08], [-0.03, 0.22, 0.06], [0.01, -0.09, -0.06], [-0.21, 0.32, -0.26], [0.37, -0.04, 0.14], [0.03, -0.09, 0.22], [0.13, 0.27, 0.00], [0.05, -0.11, 0.02], [1.82, 0.66, 0.26], [-1.66, -0.44, -1.31], [1.06, 0.79, 0.24], [0.53, -0.38, 0.56], [-0.41, 0.01, -0.12], [-0.38, -0.33, 0.11], [-0.61, -0.23, -0.20], [0.21, 0.04, 0.12], [-0.40, -0.06, 0.03], [-0.14, -0.12, 0.13], [-0.04, -0.09, 0.08], [-0.01, -0.03, -0.02], [-0.55, 0.51, 0.74], [0.21, -0.35, 0.53], [-0.57, 0.45, -0.01], [0.58, 0.20, -0.02], [0.12, -0.26, -0.17], [0.15, -0.02, -0.35], [-0.06, 0.01, -0.25], [-0.40, 0.07, -0.46], [0.47, -0.20, 0.19], [0.26, -0.46, -0.35], [-0.11, 0.07, 0.11], [0.03, -0.05, 0.13], [-0.02, 0.05, -0.87], [0.27, 0.72, 0.21], [-0.12, -0.39, 0.24], [-0.17, -0.66, 0.81], [0.09, 0.06, 0.03], [-0.02, -0.09, 0.04], [-0.18, 0.08, 0.32], [-0.13, 0.13, -0.39], [0.03, 0.19, 0.01], [0.04, 0.10, 0.00], [0.01, 0.19, -0.10], [0.04, -0.26, -0.43], [0.26, 0.15, 0.05], [-0.34, -0.48, -0.63], [0.07, 0.74, 0.43], [0.12, 0.00, 0.29], [0.14, -0.07, 0.07], [-0.21, -0.13, 0.06], [-0.12, -0.01, -0.13], [0.12, 0.34, 0.15], [-0.04, -0.17, -0.19], [-0.03, -0.09, -0.09], [-0.02, -0.35, 0.01], [0.05, 0.09, 0.02]]
}